ORCA calculation (ωB97M-V/def2-TZVPD) on a 11-piece molecular cluster, C79H176N8O15P3 overall at a distorted geometry.

Results
HOMO (alpha / beta) = -9.874 / -9.874 eV
Total charge = +2
Molar mass = 1571.2 g mol⁻¹
Expectation value of S² = 0.757
Spin multiplicity = 2

The geometry in XYZ format:
```
281
C79H176N8O15P3 | the Open Molecules 2025 dataset | ωB97M-V/def2-TZVPD
P -0.63666 6.78185 3.19871
P 8.80240 -1.18816 -4.39060
P -7.22952 1.06433 0.19058
O -1.85258 -1.75770 4.68487
O -0.73205 -3.59347 -1.40277
O 0.00719 -0.58336 4.78655
O 4.08935 5.05213 5.86932
O -2.32801 2.83932 -0.55979
O -2.74371 3.87247 1.20228
O -0.34900 -5.70639 -1.25752
O -4.22313 3.66975 -0.16890
O 2.90169 6.71739 5.39524
O 0.95149 -4.59651 -2.41697
O 2.39301 4.93016 4.54724
O -6.10447 -2.32641 0.39651
O -0.12167 -2.52434 5.71538
O -6.45851 -2.86090 2.47434
O -4.74523 -3.51129 1.49143
N 3.15551 5.55919 5.23678
N -3.93538 -5.02136 -3.90980
N -5.82006 -2.94369 1.44092
N -0.66819 -1.63724 5.05103
N -0.04552 -4.60869 -1.65586
N 1.29634 -6.71555 3.60270
N -3.07811 3.48290 0.13354
N -0.22235 -0.63589 0.40778
C 0.41117 8.29999 3.58343
C -8.70130 0.01670 0.67230
C -2.28027 7.13324 2.52721
C 4.36750 -3.16802 3.34247
C -2.20527 3.96820 5.91613
C -3.42359 1.13910 -3.58114
C -5.89214 0.92085 1.34689
C -1.69740 4.50391 4.60668
C -2.58222 -0.49883 -0.24142
C 1.21348 -1.14232 -0.00887
C 6.64372 -3.08242 -3.98100
C -2.51171 -1.63400 0.62654
C -2.62649 -4.27753 -4.32440
C -4.98330 -0.16491 3.54218
C -4.57582 8.07170 2.80032
C -11.14193 -0.69535 0.25288
C -0.96274 5.81833 4.77225
C -0.64160 -6.04790 1.85103
C 2.18072 4.92529 -0.43959
C 1.67702 8.58903 2.70194
C 9.42288 -2.38545 -5.64669
C 1.98993 11.08259 2.99874
C 2.09156 -4.25815 3.45819
C -4.34480 -4.45550 -1.60678
C 2.98573 -3.21433 2.83886
C -3.11898 8.29632 3.27736
C -1.04922 -1.70174 1.13329
C 1.70655 -8.14568 3.17915
C 7.00915 -1.56686 -4.09792
C 0.21262 6.28843 0.52943
C 9.82128 -3.79421 -5.10184
C 4.68706 -4.71865 -3.76462
C -6.79882 5.84143 0.69266
C -7.80633 3.55506 1.24178
C 1.91281 -0.39830 -1.08956
C 0.19023 5.71117 1.97646
C 8.44418 -0.07546 -0.96306
C 5.10777 -3.33943 -4.28191
C -1.13235 3.19840 6.73407
C -2.66820 -3.30615 -5.59943
C 1.50562 -6.80607 5.11421
C -6.66976 0.46169 -1.43073
C 0.96076 2.17985 2.83166
C -6.17692 0.52602 2.86320
C -5.40637 -3.74441 -2.37029
C -1.10553 -1.33665 -5.96829
C 3.31848 -0.75031 -1.48862
C -11.68628 -0.56709 1.65852
C -3.87858 -5.68027 -2.51605
C -5.47227 1.16255 -2.07917
C 9.66009 -1.33449 -2.77017
C 2.05972 -8.12781 5.48164
C 2.54707 9.69614 3.18038
C 8.98078 0.35155 -5.19699
C 2.30907 -5.66530 3.02834
C -10.01129 0.25268 -0.07746
C 8.27027 -1.04315 0.10413
C 0.72506 5.35117 -0.52270
C 1.06679 0.91589 2.07983
C 10.85470 -4.76626 -7.28569
C 10.47270 0.84974 -5.18216
C 4.38602 0.03058 -0.80287
C 9.69986 -0.12875 -1.77172
C -8.10189 5.05556 1.15704
C -4.78002 0.45131 -3.30865
C -4.11803 -5.97279 -5.08769
C 1.70211 -9.05081 4.40938
C -0.09054 0.74069 1.15567
C 10.53996 1.95061 -7.58248
C 10.67446 2.12949 -6.07112
C -1.26763 -2.80503 -5.92266
C -0.18597 -6.31371 3.24425
C -2.23500 -5.81690 1.76564
C -5.19564 -4.13914 -3.83154
C -5.21581 6.95716 3.63287
C -3.59470 0.62902 3.45773
C 9.78504 -4.90406 -6.17620
C -1.17782 -0.35160 -0.81263
C -7.69214 2.85962 -0.08190
H -0.60068 -3.33298 -5.24108
H -0.85823 -1.42514 2.17017
H 8.56373 0.26177 -6.20004
H -3.01849 -3.71941 -6.54527
H -2.76786 1.19398 -2.71216
H 7.54874 -0.04291 -1.58373
H 2.51254 -2.24107 2.96914
H 0.08805 4.46719 -0.49266
H -6.25269 5.86217 1.63575
H -2.88950 -6.07320 -2.28061
H 11.66884 2.55539 -5.93726
H -5.32092 -2.71006 -2.03721
H -3.38734 -1.58644 1.27392
H -3.27220 -6.65899 -5.12998
H 4.79124 -4.62572 -2.68360
H -4.66327 -0.57908 -2.97287
H -7.56559 0.62890 -2.02875
H -2.50951 -4.85472 2.19802
H -3.22511 -0.49214 -1.12161
H -0.88123 2.27584 6.21071
H -4.57485 -6.50794 -2.65118
H 0.76373 -9.51036 4.71979
H 1.02950 -4.01315 3.46913
H -2.93801 0.49561 4.31742
H 0.87130 -8.39482 2.52465
H -2.71722 6.13633 2.46940
H 9.25256 -2.26532 -2.37573
H -1.56908 2.86006 7.67369
H 4.84415 -2.54034 2.58953
H -0.16297 1.62599 0.52394
H -2.63082 4.65296 6.64969
H 7.21529 -1.09958 0.37235
H 4.96473 -3.29776 -5.36168
H -4.77296 1.43760 -1.28960
H -5.32029 0.12444 0.87064
H -2.96681 3.24169 5.63269
H 11.21351 0.05943 -5.30349
H -4.36465 -5.48928 -6.03294
H 10.63110 1.17576 -4.15419
H 4.45292 -2.59179 -3.83434
H -9.66930 0.22328 -1.11200
H 4.15577 0.00658 0.26226
H 4.32738 1.01658 -1.26381
H -10.24891 1.30518 0.07704
H -0.37720 -5.49020 3.93227
H 3.62297 -4.85780 -3.95553
H -11.51057 0.40270 2.12409
H -3.18578 8.46955 4.35143
H -10.69285 -1.68326 0.15066
H 3.14396 -8.03555 5.54492
H 9.98042 -5.87413 -5.71916
H 2.71584 -8.13418 2.76767
H -12.00569 -0.72622 -0.41125
H -0.44034 -6.94690 1.26845
H -0.31762 9.08635 3.38694
H 9.89939 0.84512 -2.21878
H -4.87393 -1.24706 3.47074
H -1.05345 0.59830 -1.33256
H -6.89380 -0.29299 2.80496
H -5.14832 7.14027 4.70525
H -3.63528 1.71719 3.50605
H 9.69297 1.29160 -7.77334
H 5.38441 -0.24979 -1.13862
H 10.34841 -2.05633 -6.11909
H 6.52892 -1.17189 -4.99318
H 0.50863 5.77602 -1.50288
H -6.45330 -3.90504 -2.11294
H -4.69562 8.02275 1.71803
H -0.81152 -3.16065 -6.84657
H 1.13931 5.30195 2.32270
H -3.01876 0.39738 2.56177
H -5.38172 0.33355 -4.20987
H -7.14320 6.86265 0.52951
H 8.37500 0.91971 -0.52381
H -5.12517 -3.26070 -4.47301
H -8.91956 5.30783 0.48187
H -8.86871 0.23907 1.72616
H -0.80179 6.52206 0.20617
H -4.78577 -4.88030 -0.70500
H 1.31225 0.06097 2.70988
H 3.57350 -1.78882 -1.27752
H -1.42195 3.72079 3.90031
H 1.90717 2.59730 3.17537
H 2.49418 -9.77757 4.22894
H -2.26324 -3.86096 -3.38493
H 3.02391 -3.32503 1.75517
H 11.86872 -4.79478 -6.88687
H -0.23048 -5.10446 1.49187
H -2.67229 -6.07592 0.80138
H 1.06226 -2.17390 -0.32678
H -6.53933 1.38809 3.42320
H -6.24573 6.77713 3.32470
H -8.33415 -1.00415 0.56664
H 4.44059 -2.69055 4.31960
H -2.71082 9.26841 3.00073
H -1.04939 0.75947 1.67370
H -5.74860 2.16631 -2.40198
H -8.48313 3.01216 1.90155
H -12.74593 -0.78768 1.78726
H -2.65414 -2.46768 -0.06105
H -5.00421 9.05517 2.99363
H 1.56701 8.73269 1.62706
H -6.92235 3.29510 1.82410
H 10.76715 -3.68027 -4.57227
H 5.34828 -5.50072 -4.13780
H 10.61896 -3.84261 -7.81427
H 0.80010 7.20612 0.55798
H 2.55653 4.50770 0.49447
H 8.53290 -2.58892 -6.24221
H 2.46797 -5.82761 1.96227
H -1.93517 -5.10034 -4.50653
H 0.61218 -6.55570 5.68622
H -5.19330 1.75214 1.25368
H 10.64800 -0.20609 -1.23959
H 7.07940 -3.40097 -3.03400
H -4.75816 5.98267 3.46246
H 8.68258 -2.04894 0.02359
H 1.84501 0.62433 -0.71845
H -1.73879 -0.74557 -6.62988
H 0.75300 8.31872 4.61827
H -3.61736 2.11034 -4.03639
H 6.62751 -0.98945 -3.25587
H 2.38274 4.14059 -1.16865
H -2.51474 -6.67862 2.37169
H 2.78992 5.73402 -0.84324
H -6.32281 5.48225 -0.21976
H 9.18418 -4.01836 -4.24629
H 3.22193 -6.03385 3.49627
H 2.12478 -6.01890 5.54444
H 10.48449 2.85821 -8.18353
H -3.35582 -2.46602 -5.50215
H 8.50392 -0.51658 1.02946
H 3.37513 -0.64641 -2.57218
H 1.28822 -0.42782 -1.98238
H -0.71989 -7.17964 3.63567
H 0.93847 11.18067 3.26874
H -3.59733 -3.70440 -1.35139
H 11.31969 1.30638 -7.98880
H 4.97516 -4.06230 3.48077
H -2.90112 0.30579 0.42114
H 1.71951 -1.10316 0.95575
H 10.77594 -5.59219 -7.99260
H -1.55376 6.44705 5.43821
H -1.29382 -0.76751 -5.05794
H 2.27332 11.53298 2.04746
H 1.69781 -8.45137 6.45757
H 2.41221 11.70076 3.79099
H -0.02494 5.74014 5.32229
H -8.69661 2.85684 -0.50515
H -0.20940 3.68076 7.05591
H 2.03985 1.03641 1.60368
H -5.99923 -4.78423 -4.18679
H 7.21463 -3.75329 -4.62295
H -2.15752 7.49115 1.50499
H 2.74443 9.73547 4.25164
H -0.45210 4.83200 2.02729
H -0.07839 -1.06127 -6.20753
H -6.44150 -0.60255 -1.48896
H -1.04789 -1.14112 -1.55282
H -11.02659 -1.18591 2.26677
H 0.50191 2.95328 2.21574
H -0.70502 -2.71698 0.93601
H 9.89347 2.82771 -5.77007
H 3.51455 9.67797 2.67861
H 2.16394 7.61581 2.63991
H 10.62210 -1.56530 -3.22773
H -8.38988 5.30168 2.17909
H -7.01991 3.29627 -0.82051
H 2.36727 -4.23332 4.51245
H -2.92063 0.55594 -4.35253
H 8.79370 -5.03652 -6.60955
H 8.46729 1.19139 -4.72891
H -5.14673 0.02802 4.60245
H -2.51940 4.79588 3.95310
H -4.95563 -6.58782 -4.75864
H 0.30336 1.92474 3.66283
```

Results of the Löwdin charge analysis, in e, for atoms 1 through 2: number 1, P, carries 1.0746; number 2, P, carries 1.0078